One molecule with the formula C5H9FOS at a distorted geometry. Source: the Open Molecules 2025 dataset; level of theory: the ωB97M-V functional and the def2-TZVPD basis.

XYZ file:
```
17
Properties=species:S:1:pos:R:3:forces:R:3:lowdin_charge:R:1
S -1.0912 2.0683 -0.4049 2.6881 -0.3000 0.9764 0.7279
F 2.1429 1.4777 0.2839 0.2741 -1.3237 0.6646 -0.1091
O 1.6321 -0.8659 -1.1274 0.6904 1.0525 0.8222 0.0115
C 1.3618 0.3663 0.8556 -1.1416 3.0174 0.0370 -0.0768
C 0.6770 -0.2163 -0.2784 1.0082 -1.6194 0.3073 -0.5051
C -0.7084 -0.8479 -0.2888 1.6754 -1.9018 -2.4155 -0.2960
C -0.4343 0.4229 -0.9384 -0.7900 3.6328 -4.3194 -0.5539
C -1.8202 -0.9496 0.6587 -0.9589 -4.1999 -0.7353 -0.0723
H -1.6955 -1.8813 1.3448 -0.2986 1.7854 -0.8995 0.1096
H 0.2699 2.4356 -0.0256 -2.3795 -0.0421 -0.6235 -0.0574
H 2.4530 -0.3285 -0.9417 -1.0076 -0.9543 -0.8068 0.1190
H -1.7591 -0.0361 1.1661 -1.2171 1.1694 1.1729 0.0218
H -2.7389 -1.2107 -0.0618 1.5150 1.1749 2.0879 0.1399
H -0.5345 -1.6377 -1.0678 -0.8384 0.3026 0.9288 0.1652
H -0.3507 0.5577 -2.0909 -0.0803 -0.9697 2.1025 0.1393
H 1.9319 -0.2934 1.4579 1.0392 -0.4416 0.2235 0.1269
H 0.6643 0.9388 1.4587 -0.1782 -0.3824 0.4770 0.1095
```
Forces are in eV/Å.

## Properties
relative energy (zero: lowest compared OMol25 entry of this formula, charge and spin): 42.87 kcal/mol
Kohn-Sham gap: 0.363 Eh
structure (SMILES): C[C@H]1[C@@H](S)[C@@]1(O)CF
HOMO level: -0.33525 Ha
spin multiplicity: 1
DFT total energy: -769.10801 hartree